{"formula": "CClFO3P", "method": "wB97M-V/def2-TZVPD", "lumo_energy_ev": 3.5, "total_charge": -1, "homo_lumo_gap_ha": 0.318, "e_homo_ev": -5.17, "species": ["C", "O", "O", "O", "F", "P", "Cl"], "xyz": [[-0.408, 0.559, 0.715], [1.583, 0.291, -1.049], [-0.783, -0.529, -1.939], [0.163, -1.153, 0.472], [0.318, 0.857, 1.788], [0.213, -0.294, -0.854], [-1.931, 0.274, 1.116]]}

{"formula": "CClFOS", "method": "wB97M-V/def2-TZVPD", "lumo_energy_ev": [-1.8, -2.7], "homo_lumo_gap_ha": [0.278, 0.228], "e_homo_ev": [-9.33, -8.93], "species": ["C", "O", "F", "S", "Cl"], "xyz": [[-0.741, 0.254, 0.689], [-1.514, -0.401, 1.314], [-0.842, 1.307, -0.109], [1.987, -0.330, -1.870], [1.109, -0.831, -0.024]]}

{"formula": "CClN5O", "method": "wB97M-V/def2-TZVPD", "lumo_energy_ev": [-1.3, -1.3], "smiles": "[O-][N+]#C/N=N\\N=N\\Cl", "homo_lumo_gap_ha": [0.300, 0.300], "e_homo_ev": [-9.50, -9.50], "species": ["O", "N", "C", "N", "N", "N", "N", "Cl"], "xyz": [[-2.429, -1.261, -1.515], [-1.654, -0.396, -1.242], [-1.074, 0.569, -0.952], [-0.266, 1.548, -0.641], [0.641, 1.239, 0.132], [1.005, 0.269, 0.779], [1.817, -0.569, 0.918], [1.960, -1.401, 2.521]]}

{"formula": "CClO2S", "method": "wB97M-V/def2-TZVPD", "lumo_energy_ev": 3.2, "total_charge": -1, "homo_lumo_gap_ha": 0.211, "e_homo_ev": -2.55, "species": ["C", "O", "O", "S", "Cl"], "xyz": [[1.032, 0.049, 1.571], [-0.010, 0.043, 2.004], [2.084, -0.095, 1.176], [-0.597, 0.031, -2.065], [-2.509, -0.027, -2.686]]}

{"formula": "CCsNO4S2", "method": "wB97M-V/def2-TZVPD", "lumo_energy_ev": [-0.6, -0.6], "homo_lumo_gap_ha": [0.281, 0.281], "e_homo_ev": [-8.26, -8.26], "species": ["Cs", "N", "S", "O", "S", "O", "O", "C", "O"], "xyz": [[2.202, 0.435, 0.348], [-1.977, -0.894, -1.503], [-1.168, 0.183, -2.266], [-0.006, 0.804, -1.540], [-1.961, -1.638, -0.072], [-0.814, -0.907, 0.836], [-2.383, 0.367, 2.119], [-1.209, 0.287, 1.851], [-0.182, 0.910, 2.097]]}

{"formula": "CCuF3NNaO4S3", "method": "wB97M-V/def2-TZVPD", "lumo_energy_ev": [1.4, 1.4], "total_charge": -1, "multiplicity": 2, "homo_lumo_gap_ha": [0.191, 0.191], "e_homo_ev": [-3.76, -3.76], "species": ["Na", "N", "S", "O", "C", "F", "F", "F", "Cu", "S", "O", "S", "O", "O"], "xyz": [[1.667, -1.953, -0.396], [0.109, -0.614, 0.644], [-1.053, 0.114, 0.101], [-1.100, 0.475, -1.393], [-2.460, -1.114, 0.139], [-3.166, -0.911, 1.247], [-1.918, -2.339, 0.133], [-3.245, -1.009, -0.924], [0.853, 0.622, -1.556], [3.651, 1.018, 1.549], [2.096, 1.670, 1.708], [3.012, 2.017, -0.747], [2.779, 0.524, -1.325], [-1.227, 1.500, 0.820]]}

{"formula": "CCuN5O18", "method": "wB97M-V/def2-TZVPD", "lumo_energy_ev": [11.8, 11.8], "total_charge": -5, "multiplicity": 2, "homo_lumo_gap_ha": [0.183, 0.182], "e_homo_ev": [6.83, 6.84], "species": ["Cu", "N", "O", "O", "O", "N", "O", "O", "O", "N", "O", "O", "O", "N", "O", "O", "O", "N", "O", "O", "O", "C", "O", "O", "O"], "xyz": [[0.057, 0.171, -0.147], [-2.586, 0.367, -1.870], [-1.647, 0.835, -1.163], [-2.449, -0.385, -2.840], [-3.757, 0.667, -1.502], [0.519, 3.298, 1.194], [0.813, 2.322, 0.512], [-0.686, 3.574, 1.451], [1.414, 4.041, 1.709], [-1.169, -3.178, -0.651], [-0.433, -2.185, -0.537], [-0.671, -4.362, -0.707], [-2.367, -3.106, -1.002], [2.796, -0.888, 1.956], [3.646, -1.683, 1.436], [2.841, -0.719, 3.198], [1.931, -0.397, 1.221], [2.104, 1.382, -2.994], [1.502, 0.861, -2.046], [1.639, 2.458, -3.485], [2.955, 0.760, -3.712], [-1.430, -1.019, 2.445], [-1.702, -1.247, 3.713], [-1.022, 0.115, 2.062], [-2.298, -1.680, 1.762]]}

{"formula": "CF2N2", "method": "wB97M-V/def2-TZVPD", "lumo_energy_ev": [-0.3, -3.6], "multiplicity": 3, "homo_lumo_gap_ha": [0.325, 0.271], "e_homo_ev": [-9.10, -10.96], "species": ["C", "N", "N", "F", "F"], "xyz": [[0.011, -0.020, 0.073], [-1.158, 0.182, -0.263], [1.206, -0.339, -0.069], [2.403, 0.178, 0.161], [-2.627, 0.008, 0.198]]}

{"formula": "CF2N4", "method": "wB97M-V/def2-TZVPD", "lumo_energy_ev": -1.0, "homo_lumo_gap_ha": 0.359, "e_homo_ev": -10.79, "species": ["C", "N", "N", "N", "N", "F", "F"], "xyz": [[1.751, 0.765, 0.370], [1.496, 1.682, 0.973], [-1.479, 1.003, 0.290], [-1.332, -0.030, -0.114], [-0.790, -1.079, -0.415], [2.119, -0.247, -0.308], [-1.765, -2.095, -0.794]]}

{"formula": "CF2O2", "method": "wB97M-V/def2-TZVPD", "lumo_energy_ev": -1.3, "homo_lumo_gap_ha": 0.365, "e_homo_ev": -11.19, "species": ["C", "O", "O", "F", "F"], "xyz": [[0.743, 0.068, -0.053], [1.475, -0.747, 0.370], [-1.088, -0.631, -0.488], [0.806, 1.361, -0.286], [-1.936, -0.051, 0.457]]}

{"formula": "CF2O3S", "method": "wB97M-V/def2-TZVPD", "lumo_energy_ev": [-2.5, -2.5], "homo_lumo_gap_ha": [0.326, 0.326], "e_homo_ev": [-11.37, -11.37], "species": ["C", "O", "O", "O", "F", "F", "S"], "xyz": [[1.420, 0.032, -0.198], [2.348, -0.269, -0.877], [-1.589, -1.000, -0.942], [-1.430, 1.474, -0.184], [1.407, 0.097, 1.165], [-1.119, -0.450, 1.292], [-1.037, 0.115, -0.257]]}

{"formula": "CF2O3S2", "method": "wB97M-V/def2-TZVPD", "lumo_energy_ev": -0.8, "homo_lumo_gap_ha": 0.347, "e_homo_ev": -10.29, "species": ["C", "O", "O", "O", "F", "F", "S", "S"], "xyz": [[-0.238, 0.274, 0.695], [-0.724, -0.174, -1.806], [2.310, 0.035, -0.188], [0.067, 1.552, 0.245], [-0.678, -2.464, -0.860], [-1.017, 0.323, 1.839], [-1.195, -0.884, -0.704], [1.511, 0.794, 0.782]]}

Computed energy (eV) in order:
-31710.1794, -29155.9458, -23048.5228, -28491.5510, -32935.3852, -100427.7162, -89948.0801, -9442.3382, -12426.2201, -10560.8593, -23446.6521, -34281.0866
Computed energy relative to the best compared isomer or geometry (same formula, charge and spin) (kJ/mol) in order:
205.6, 299.7, 48.9, 27.2, 0.0, 373.4, 6.1, 535.1, 66.7, 242.4, 322.2, 80.1